# C4H8BrNO

A cluster of 2 separate species, C4H8BrNO in total at a distorted geometry (ωB97M-V/def2-TZVPD, the Open Molecules 2025 dataset).

Each line ends with the Mulliken charge.
Atoms and positions in Å:
H: 0.56039 -1.82338 1.53671  0.32
C: 0.87538 -0.82228 1.43880  -1.10
H: -0.52769 -1.34729 -1.16030  0.40
O: -2.82260 0.82941 -0.44283  -0.38
H: 0.01012 -0.20674 1.73816  0.31
Br: 2.95650 -0.12453 -0.29749  -0.16
H: 1.69255 -0.64439 2.12678  0.41
C: 0.49355 -1.01668 -1.13359  -0.93
C: 1.17154 -0.58878 -0.04242  0.57
N: -1.80423 1.37580 0.39402  -0.20
H: 0.06267 1.92343 0.56495  0.45
H: 1.05650 -1.09466 -2.12468  0.24
C: -0.66917 1.47495 -0.09557  -0.60
H: -2.68017 0.92849 -1.35641  0.31
H: -0.37533 1.13666 -1.14612  0.38

Computed properties:
E_LUMO ... 0.628 eV
2S+1 ... 1
DFT total energy ... -2861.08627 a.u.
SMILES string ... C=C(C)Br.C=NO
Energy relative to the best compared isomer or geometry (same formula, charge and spin) ... 89.6 kcal/mol
Highest occupied orbital energy ... -9.335 eV
Frontier orbital gap ... 0.366 hartree